# 1
The following is a DFT calculation (ωB97M-V/def2-TZVPD) of a structure of composition C10H10BF2IrN2O5S.

Geometry (Å):
Ir (-0.242, -1.580, -0.116)
N (1.386, -2.730, -0.787)
C (2.117, -3.370, 0.349)
C (1.976, -2.545, 1.619)
C (0.618, -2.803, 2.273)
O (0.550, -3.228, 3.377)
O (-0.467, -2.597, 1.467)
H (1.172, -3.413, -1.511)
H (1.978, -2.030, -1.234)
H (3.167, -3.486, 0.084)
H (1.692, -4.361, 0.494)
H (2.075, -1.464, 1.439)
H (2.742, -2.822, 2.337)
F (-3.054, -1.668, -0.944)
B (-1.994, -2.399, -0.767)
F (-1.984, -3.686, -1.008)
O (-0.161, -0.196, -1.760)
C (-0.527, 0.722, -0.962)
N (-0.912, 0.239, 0.224)
S (-1.025, 1.423, 1.433)
O (0.143, 1.303, 2.236)
O (-2.318, 1.396, 2.010)
C (-0.871, 2.712, 0.217)
C (-0.996, 4.066, 0.418)
C (-0.819, 4.893, -0.689)
C (-0.529, 4.372, -1.946)
C (-0.405, 3.004, -2.140)
C (-0.585, 2.178, -1.043)
H (-1.221, 4.473, 1.394)
H (-0.910, 5.963, -0.566)
H (-0.404, 5.045, -2.783)
H (-0.189, 2.589, -3.115)

Cartesian forces, eV/Å:
Ir 0.516 0.333 0.054
N -0.351 -0.203 -0.205
C 0.217 0.015 -0.035
C -0.508 0.185 -0.075
C 0.961 -0.099 -0.049
O -0.720 -0.035 0.215
O 0.022 -0.331 0.550
H -0.009 -0.031 -0.002
H 0.068 -0.057 -0.054
H -0.035 0.000 -0.099
H 0.010 -0.033 -0.003
H 0.168 -0.059 -0.124
H 0.005 -0.019 0.055
F -0.030 0.116 0.040
B 0.239 -0.025 -0.297
F 0.040 -0.065 0.032
O 0.155 0.073 0.020
C -0.547 0.098 0.090
N -0.481 0.056 0.009
S -0.132 0.213 0.055
O 0.271 -0.001 0.094
O -0.125 -0.001 -0.040
C 0.070 -0.183 -0.168
C -0.018 -0.011 0.081
C 0.003 -0.005 -0.027
C -0.006 0.047 0.003
C 0.002 -0.068 0.023
C 0.210 0.079 -0.146
H -0.001 0.006 0.000
H -0.002 0.003 0.005
H 0.002 -0.002 -0.001
H 0.005 0.002 0.001

Values from the calculation:
Total charge ... +1
Strongest force on any atom ... 0.019 Eh/bohr
Energy above the lowest of the compared OMol25 structures with the same formula, charge and spin ... 12.7 kcal per mole
HOMO-LUMO gap (alpha / beta) ... 8.825 / 6.908 eV
2S+1 ... 2
LUMO energy (alpha / beta) ... -4.573 / -6.543 eV

Atom charges from the natural (NBO) analysis, given in e for atoms 1 to 4:
1. Ir 1.0219
2. N -0.7731
3. C -0.2298
4. C -0.5564



# 2
The following is a DFT calculation (ωB97M-V/def2-TZVPD) of a cluster of 2 separate species, C6H12O in total.

Geometry (Å):
C (-2.141, -0.272, 0.776)
C (-1.118, 0.724, 0.236)
C (-0.420, 0.243, -1.021)
C (0.970, 0.681, -1.324)
C (0.699, -0.779, -0.999)
C (1.239, -1.363, 0.255)
O (2.007, -2.299, 0.270)
H (-2.892, -0.513, 0.015)
H (-2.665, 0.132, 1.649)
H (-1.660, -1.210, 1.076)
H (-0.378, 0.961, 1.013)
H (-1.614, 1.675, 0.002)
H (-1.085, 0.136, -1.877)
H (1.256, 0.904, -2.347)
H (1.485, 1.279, -0.575)
H (0.771, -1.466, -1.837)
H (2.041, 1.237, 1.877)
H (0.905, -0.901, 1.207)
H (2.600, 0.831, 1.604)

Cartesian forces, eV/Å:
C -0.039 -0.043 0.011
C 0.072 0.016 0.027
C -0.135 0.046 -0.018
C 0.100 0.187 -0.030
C 0.053 -0.242 -0.025
C 0.099 -0.107 -0.061
O -0.321 0.287 0.027
H 0.102 0.027 0.104
H 0.075 -0.065 -0.124
H -0.070 0.121 -0.050
H -0.088 -0.058 -0.131
H 0.077 -0.134 0.031
H 0.108 0.005 0.117
H -0.051 -0.059 0.164
H -0.123 -0.130 -0.098
H -0.015 0.106 0.103
H 0.092 0.007 0.011
H 0.076 -0.030 -0.128
H -0.012 0.067 0.069

Values from the calculation:
SMILES ... CC[C@H]1C[C@H]1C=O.[H][H]
Strongest force on any atom ... 0.008 Eh/bohr
Energy above the lowest of the compared OMol25 structures with the same formula, charge and spin ... 49.6 kcal per mole
HOMO-LUMO gap ... 10.766 eV
LUMO energy ... 1.110 eV

Atom charges from the natural (NBO) analysis, given in e for atoms 1 to 4:
1. C -0.6053
2. C -0.4007
3. C -0.2053
4. C -0.3891



# 3
The following is a DFT calculation (ωB97M-V/def2-TZVPD) of a cluster of 3 separate species, C3H14NO2S2 in total in a non-equilibrium geometry.

Geometry (Å):
N (-1.477, 0.201, 0.608)
C (-0.164, 0.508, -0.096)
C (0.559, -0.816, -0.266)
C (0.635, 1.501, 0.753)
S (-0.369, 2.886, 1.331)
S (-0.469, 2.715, 3.347)
H (-1.954, -0.510, 0.090)
H (-1.276, -0.170, 1.539)
H (-2.167, 0.945, 0.743)
H (-0.417, 0.924, -1.064)
H (0.960, -0.950, -1.270)
H (1.366, -0.933, 0.439)
H (0.044, -1.774, -0.177)
H (1.167, 0.995, 1.562)
H (1.443, 1.904, 0.143)
H (0.503, 3.596, 3.638)
H (5.232, -1.906, -5.098)
H (3.742, -1.986, -4.655)
O (4.647, -2.131, -4.373)
H (-4.321, -1.455, 1.595)
H (-3.930, -2.199, 0.395)
O (-3.755, -1.345, 0.816)

Cartesian forces, eV/Å:
N 0.365 0.230 0.212
C -0.342 -0.195 0.666
C 0.729 -0.921 -0.661
C 0.490 -0.190 -0.325
S -0.178 0.401 -0.409
S 0.003 -0.073 0.350
H -0.582 -0.809 -0.144
H -0.096 -0.134 -0.046
H 0.498 0.434 -0.177
H -0.223 0.185 -0.021
H 0.317 0.530 -0.004
H 0.450 0.228 0.181
H -0.958 0.369 0.314
H -0.412 0.050 0.227
H -0.063 0.055 -0.198
H 0.058 -0.079 0.069
H -0.122 0.072 -0.236
H 0.134 0.051 -0.308
O -0.024 -0.118 0.538
H 0.158 0.506 0.058
H 0.213 0.157 -0.369
O -0.411 -0.749 0.284

Values from the calculation:
Total charge ... +1
Strongest force on any atom ... 0.026 Eh/bohr
Energy above the lowest of the compared OMol25 structures with the same formula, charge and spin ... 17.8 kcal per mole
HOMO-LUMO gap ... 9.898 eV
LUMO energy ... -3.072 eV

Atom charges from the natural (NBO) analysis, given in e for atoms 1 to 4:
1. N -0.6738
2. C -0.0552
3. C -0.6718
4. C -0.5876